Entry 1:
This record from the OMol25 dataset describes a molecular structure, C37H38Cl3O5P3RuS2 in a non-equilibrium geometry. The level of theory is ωB97M-V with the def2-TZVPD basis set.

Values from the calculation:
energy relative to the best compared isomer or geometry (same formula, charge and spin): 86.3 kJ/mol
lowest unoccupied orbital energy: 0.25 eV

Structure (ORCA input):
```
! RIJCOSX wB97M-V def2-TZVPD def2/J DEFGRID3
* xyz 0 1
Ru -1.8539 -0.8940 0.6043
Cl -3.9872 0.5062 1.3485
Cl -3.3995 -0.3926 -3.9492
Cl -8.2003 1.0422 -1.9724
S -2.7070 -2.7733 1.8644
S -0.9606 -2.6455 -0.8249
P -0.3108 2.0434 -1.3651
P -1.3298 -3.7215 0.7836
P 2.1765 0.9726 1.1857
O 0.0699 -3.8673 1.5616
O -2.5222 -0.1638 -1.1779
O -0.7319 0.7216 0.7661
O -1.8039 -5.2239 0.5344
O -1.1469 1.9476 -0.0442
C 0.4072 -5.9467 2.8124
C 1.8243 5.1326 0.1296
C -2.7745 2.9291 -2.2321
C 1.0933 0.9847 5.0967
C 4.5696 -0.1624 2.2650
C 0.3208 -1.1192 4.2477
C -4.6592 0.4049 -0.2661
C 6.7662 0.5904 1.6358
C 1.8908 -0.4257 0.0025
C 1.8248 0.0822 -1.4426
C 2.8860 4.4918 -1.9338
C -1.0805 -6.0418 -0.4184
C -4.4009 0.0081 -2.5940
C 3.9865 0.7971 1.4375
C 0.8855 -0.8312 3.0097
C -3.6744 3.3858 -3.1841
C -5.7333 0.3054 -2.8009
C 1.6311 1.2813 3.8553
C 0.4232 -0.2147 5.2929
C 1.9381 3.4967 -2.1114
C -5.9950 0.7087 -0.4419
C 5.9484 -0.2629 2.3662
C 0.4439 0.5226 -1.9548
C -6.5230 0.6566 -1.7200
C -1.9808 3.2087 -4.8836
C 6.1992 1.5508 0.8122
C 1.5351 0.3816 2.7936
C -1.4768 2.6021 -2.6107
C 0.8779 4.1353 -0.0408
C -1.0791 2.7522 -3.9385
C 2.8279 5.3091 -0.8127
C 4.8171 1.6573 0.7221
C -1.9117 -6.2231 -1.6663
C -3.2806 3.5210 -4.5057
C -3.7991 0.0512 -1.3224
C 0.9358 3.3157 -1.1629
C 0.1360 -4.4600 2.8744
H -0.7902 -4.2445 3.4139
H 0.1133 3.9665 0.7060
H -0.3236 -0.2395 -1.8131
H 0.9490 -3.9368 3.3775
H -4.6891 3.6212 -2.8899
H 1.2853 -6.1494 2.1984
H 3.6705 4.6265 -2.6667
H 0.8072 -1.5636 2.2141
H 0.5038 0.6867 -3.0362
H -1.3821 -6.8604 -2.3762
H -0.2162 -2.0488 4.3858
H 7.8428 0.5098 1.7158
H -3.0812 2.8073 -1.2020
H 1.1812 1.6983 5.9063
H 3.5700 6.0844 -0.6730
H 6.8312 2.2256 0.2485
H -6.1488 0.2645 -3.7976
H 2.1442 -0.7202 -2.1113
H 1.9989 2.8548 -2.9830
H -0.0238 -0.4389 6.2530
H -0.8912 -6.9910 0.0820
H -0.1165 -5.5794 -0.6436
H -2.8655 -6.6905 -1.4237
H 2.5422 0.8963 -1.5880
H 6.3877 -1.0088 3.0167
H -3.9884 3.8683 -5.2473
H 2.7081 -1.1453 0.0828
H 1.7859 5.7639 1.0073
H 2.1274 2.2340 3.7014
H -2.1041 -5.2602 -2.1384
H -0.0690 2.5092 -4.2464
H -6.6120 0.9805 0.4026
H 4.3729 2.4256 0.0969
H -1.6736 3.3138 -5.9156
H -0.4446 -6.4887 2.4049
H 0.9693 -0.9478 0.2543
H 0.6000 -6.3220 3.8185
H 3.9365 -0.8283 2.8403
*
```

=====

Entry 2:
This record from the OMol25 dataset describes a single C2H6N4 molecule in a non-equilibrium geometry. The level of theory is ωB97M-V with the def2-TZVPD basis set.

Values from the calculation:
energy relative to the best compared isomer or geometry (same formula, charge and spin): 508.9 kJ/mol
lowest unoccupied orbital energy: 0.62 eV

Structure (ORCA input):
```
! RIJCOSX wB97M-V def2-TZVPD def2/J DEFGRID3
* xyz 0 1
N 2.1280 -0.7915 -0.1307
N -2.5626 -0.1200 0.1618
N -1.3199 0.1979 0.0594
N 0.9816 1.4245 -0.0249
C 1.0293 0.0766 0.0148
C -0.2968 -0.6095 -0.1317
H -3.0583 0.7595 -0.5383
H 1.9892 -1.2730 1.0107
H 1.8048 2.0128 0.1249
H -2.6321 -0.9563 -0.3314
H -0.2982 -1.7907 -0.1615
H 3.2107 -0.5323 0.1374
*
```

=====

Entry 3:
This record from the OMol25 dataset describes 2 unconnected molecules or ions with the total composition C20H39BN3O6 in a non-equilibrium geometry. The level of theory is ωB97M-V with the def2-TZVPD basis set.

Values from the calculation:
energy relative to the best compared isomer or geometry (same formula, charge and spin): 0.0 kJ/mol
lowest unoccupied orbital energy: 2.64 eV

Structure (ORCA input):
```
! RIJCOSX wB97M-V def2-TZVPD def2/J DEFGRID3
* xyz -1 1
O -0.7050 -2.6124 -0.9372
O 4.2888 0.3540 -8.0289
O -0.7701 0.6521 -3.7473
O 0.6310 -1.4173 3.0384
O 1.4309 -2.4895 -0.3151
O 2.4015 1.1130 -7.1025
N -0.5039 -0.3041 1.0927
N -1.3428 -2.4921 2.0791
N 3.4341 3.1508 3.1251
C -2.0281 1.5946 1.6371
C -2.3455 -2.2455 3.1214
C 3.4021 0.2172 -7.2351
C 2.8541 1.7283 1.2152
C 0.2920 -2.0238 -0.5259
C -0.5793 1.0555 1.5831
C -1.3954 -0.6683 -3.7027
C -4.1947 1.2624 2.9447
C -4.7612 0.7713 4.2771
C 1.7561 -0.7533 -5.8176
C 3.2179 -0.9094 -6.2337
C 0.1172 -0.4823 -0.2323
C 2.4446 0.2969 0.7744
C -0.3878 -0.2444 -2.7229
C 1.5364 0.7413 -6.0043
C 2.5164 2.0984 2.6591
C -2.6788 1.4881 3.0216
C -0.8627 0.0592 -1.2907
C 1.4887 0.2196 -0.4254
C -0.6573 -3.7702 2.3472
B -0.3669 -1.3869 2.0612
H 2.4106 2.4812 0.5652
H -2.5205 2.4327 3.5468
H 1.5392 -1.0929 -4.8077
H -4.6822 2.1904 2.6528
H -1.0328 -1.3115 -4.4935
H 3.2855 3.3666 4.1008
H 3.9020 -0.7445 -5.4000
H -1.8171 -0.4357 -1.1664
H 0.5108 0.9892 -6.2581
H -1.9090 -1.8039 4.0293
H -0.5460 -3.9401 3.4255
H -4.2611 -0.1436 4.5881
H 0.5925 -0.7090 -2.8264
H -2.0034 2.6537 1.3698
H 1.5257 2.5461 2.6750
H -4.3631 0.4950 2.1896
H 4.3883 2.8401 2.9982
H 1.1172 -1.3100 -6.5051
H -2.7964 -3.1937 3.4088
H -0.1729 1.1260 2.5997
H -5.8332 0.6063 4.2045
H -0.9307 1.1482 -1.2135
H 3.4309 -1.8681 -6.6973
H 2.0919 -0.2865 1.6168
H -2.2250 0.7052 3.6312
H 1.8272 1.3154 -5.1241
H 2.5148 1.2156 3.3057
H -2.4419 -0.5134 -3.4964
H -2.6026 1.0649 0.8824
H 0.0026 1.7474 0.9743
H 1.3273 1.2023 -0.8776
H 3.3724 -0.1700 0.4524
H -4.5530 1.5118 5.0508
H -1.2482 -4.5968 1.9502
H 0.3219 -3.7953 1.8778
H 0.7568 -0.5710 3.4738
H 3.9346 1.8304 1.0979
H -3.1447 -1.6193 2.7249
H 1.9996 -0.3668 -1.1820
*
```

=====

Entry 4:
This record from the OMol25 dataset describes 8 unconnected molecules or ions with the total composition C40H48O4 in a non-equilibrium geometry. The level of theory is ωB97M-V with the def2-TZVPD basis set.

Values from the calculation:
lowest unoccupied orbital energy: 0.58 eV

Structure (ORCA input):
```
! RIJCOSX wB97M-V def2-TZVPD def2/J DEFGRID3
* xyz 0 1
O -1.9043 3.8210 1.1731
O -4.5628 3.0909 0.8795
O -2.7777 2.2505 -1.0330
O -3.5626 3.4588 3.5651
C 6.5653 -2.2677 1.7141
C 2.4160 0.9889 1.5488
C -1.4051 3.9047 2.5148
C 6.4761 -0.9238 2.1364
C -3.0490 -2.5595 -0.8692
C -2.4654 0.9665 -4.5074
C 3.9949 -3.4417 -2.5712
C 4.7301 -2.7985 -1.5728
C -3.7599 -0.2972 4.5849
C -3.5519 2.9954 -3.9360
C -3.0052 -3.9178 -0.9530
C -4.8444 -0.3550 3.7556
C -4.8454 -1.2174 2.6744
C -2.6348 -2.0007 3.2267
C 8.1660 -0.2734 0.5625
C 1.0933 1.1063 1.9010
C -4.1587 1.8673 -1.0437
C -4.6001 1.7573 0.3524
C -1.1012 2.8490 -3.9031
C 4.9616 -1.4464 -1.5821
C 4.3329 -0.7217 -2.5967
C -3.6360 1.7102 -4.2963
C -0.7087 -2.5078 -0.1692
C 2.7658 0.8557 0.2201
C -1.2171 1.5186 -4.3183
C 0.0706 0.9493 0.9579
C -0.6914 -3.9157 -0.2751
C 7.5803 -2.5981 0.7930
C -2.3098 3.5671 -3.7289
C -3.7353 -2.0797 2.4139
C 8.3977 -1.5993 0.2024
C 3.4820 -2.7431 -3.6428
C 7.2692 0.0575 1.5510
C 0.4030 0.8135 -0.3556
C -2.6701 -1.0615 4.2991
C -1.8797 -1.8819 -0.4950
C -2.1411 3.0108 3.4672
C 3.6280 -1.3392 -3.6261
C 1.7455 0.8194 -0.7529
C -1.7968 -4.6161 -0.6491
H -2.7320 3.1389 -1.2684
H -2.2174 4.6341 -3.4306
H -2.0377 2.0185 3.0569
H -4.6317 1.2685 -4.4617
H -3.7997 0.2110 5.5076
H -5.6371 1.3980 0.5037
H -3.7481 -2.7987 1.6139
H 0.2575 -4.4165 -0.0754
H 3.8994 -4.5271 -2.4206
H 5.7331 -0.6585 2.8505
H -1.7419 -1.1195 4.8813
H 7.7620 -3.6233 0.5584
H -1.7402 -2.5878 2.9352
H -0.3526 3.5683 2.5254
H -1.6841 3.1192 4.4861
H -0.1858 3.2857 -3.6692
H -3.9583 1.0769 0.8793
H -3.9289 -4.3391 -1.2683
H -5.7496 -1.1901 2.0709
H 0.2452 -2.1110 0.1623
H 3.2164 -0.7978 -4.4568
H 7.2198 1.0672 1.8908
H -1.9783 -0.8024 -0.3547
H -4.4837 3.5483 -3.7776
H 5.9351 -3.0145 2.1368
H 8.7500 0.4760 0.0884
H -5.7310 0.2601 4.0585
H 0.7787 1.1272 2.9509
H -3.6118 3.2134 1.0796
H -4.7602 2.5642 -1.6784
H -1.8258 -5.6906 -0.7959
H -2.4756 -0.0501 -4.7549
H -4.0010 -2.0657 -1.0186
H 3.1080 -3.2932 -4.4902
H 5.1931 -3.4436 -0.8056
H -3.9212 3.1987 2.6763
H -0.3183 0.6570 -1.1727
H 3.1750 0.9336 2.3241
H -0.2829 1.0203 -4.4921
H 4.5089 0.3474 -2.6040
H -1.3083 3.2286 0.7164
H 2.1067 0.6401 -1.7413
H 5.5653 -1.0151 -0.8206
H 3.8234 0.8244 -0.0042
H 9.1397 -1.7372 -0.5163
H -1.4667 4.9336 2.8162
H -0.9180 0.7699 1.2997
H -4.2532 0.9572 -1.6079
*
```

=====

Entry 5:
This record from the OMol25 dataset describes a molecular structure, C22H33N3O7P2V in a non-equilibrium geometry. The level of theory is ωB97M-V with the def2-TZVPD basis set.

Values from the calculation:
energy relative to the best compared isomer or geometry (same formula, charge and spin): 81.4 kJ/mol
lowest unoccupied orbital energy (alpha / beta): -1.89 / -0.85 eV
expectation value of S²: 0.849

Structure (ORCA input):
```
! RIJCOSX wB97M-V def2-TZVPD def2/J DEFGRID3
* xyz 0 2
V -0.5266 0.8307 -0.1039
P 0.0107 0.7874 -2.6479
P -1.1926 0.5873 2.7805
O 0.7476 2.4432 -0.4756
O 5.7564 -4.7506 -0.7220
O 5.1764 -1.6498 2.9734
O -0.3245 -1.1160 -0.0018
O 3.2963 -0.5045 3.0990
O -0.0568 -2.5228 -1.7654
O 4.1631 -4.9661 -2.2265
N 4.0157 -1.4301 2.6102
N 4.6077 -4.4976 -1.1606
N -2.1735 1.2705 -0.2699
C 1.6026 0.0794 -3.1778
C -5.7179 1.6380 -1.0512
C -5.0567 -0.6654 -1.3611
C -2.7791 -0.2356 2.5280
C -1.4675 2.2032 3.5507
C 0.0121 2.4561 -3.3548
C 2.1144 -1.9441 1.1230
C -3.7656 -0.3783 -0.9974
C 1.7086 3.1257 1.5818
C 3.7657 -3.6355 -0.3758
C -4.4400 1.9931 -0.6912
C -1.2727 -0.1554 -3.5246
C 4.2659 -3.0881 0.8150
C 2.8832 1.3998 0.0284
C 3.4410 -2.2013 1.5291
C 1.7890 2.4377 0.2332
C -0.0352 -0.4547 3.6657
C 2.4600 -3.3284 -0.8227
C -3.4340 0.9702 -0.6309
C 1.6341 -2.4660 -0.0834
C 0.3236 -2.0300 -0.6963
C -6.0463 0.3205 -1.3916
H 2.5256 0.3931 -0.2657
H 2.3508 2.5601 2.2643
H 0.8488 3.0304 -2.9304
H -6.4751 2.4115 -1.0744
H -0.5726 2.8667 3.5261
H 0.1215 2.3595 -4.4442
H -1.2520 -1.1939 -3.1468
H 1.7037 0.3037 -4.2503
H -1.0210 -0.1148 -4.5962
H 1.5024 -1.2880 1.7441
H -0.9380 2.9399 -3.0898
H 3.3670 1.2909 1.0028
H -2.2541 0.3036 -3.3230
H -4.1115 3.0193 -0.4627
H -2.3480 2.6800 3.0574
H -0.1667 -1.4702 3.2445
H 1.0167 -0.1142 3.5543
H 5.2771 -3.2987 1.1401
H -3.4494 0.5082 2.0489
H -7.0484 0.0548 -1.6666
H 2.1130 4.1287 1.3908
H 1.5916 -1.0074 -3.0054
H 2.0874 -3.7456 -1.7656
H 0.6760 3.1691 1.9849
H -1.7019 1.9227 4.6044
H 3.5868 1.8054 -0.7168
H -2.9280 -1.1077 -1.0041
H 2.4267 0.5422 -2.6146
H -1.1271 0.2146 1.3256
H -0.3897 -0.3810 4.7096
H -2.5797 -1.0872 1.8410
H -3.0447 -0.5220 3.5527
H -5.2724 -1.6960 -1.6204
*
```

=====

Entry 6:
This record from the OMol25 dataset describes a molecular structure, C17H28NO2P2PbS in a non-equilibrium geometry. The level of theory is ωB97M-V with the def2-TZVPD basis set.

Values from the calculation:
lowest unoccupied orbital energy (alpha / beta): -12.94 / -11.81 eV

Structure (ORCA input):
```
! RIJCOSX wB97M-V def2-TZVPD def2/J DEFGRID3
* xyz 3 1
Pb -0.0662 -0.3828 -1.0160
S 1.1688 -1.0062 1.5428
P 2.2203 1.1408 -0.9711
P -2.3814 -0.5222 0.6412
O -1.1449 0.5900 -3.4004
O 1.0419 -0.5542 -4.3146
N -0.5578 1.9384 0.1144
C -1.8469 2.2399 0.3880
C 0.4037 2.8488 0.3821
C -2.9167 1.1782 0.1636
C 0.3104 -4.8763 0.9844
C -1.2366 4.4655 1.0746
C -2.3486 -0.4565 2.4695
C 2.4432 2.0273 -2.5375
C 0.0893 4.1201 0.8603
C 1.4599 -5.3363 0.3143
C 2.5216 -3.1821 0.6765
C 3.8497 0.5202 -0.4458
C 1.8716 2.4744 0.2462
C -3.8450 -1.5223 0.2269
C -2.2198 3.5114 0.8288
C 1.3175 -2.6725 1.2161
C 2.5838 -4.4944 0.2234
C 0.2427 -3.5657 1.4479
H -3.2747 3.7156 0.9895
H -3.3583 -0.2879 2.8748
H -3.5820 -2.5827 0.3593
H 3.8326 0.2196 0.6131
H -1.9751 0.7614 -3.8661
H 3.3678 -2.4987 0.5850
H -0.5364 0.2125 -4.0731
H 1.2731 -1.4912 -4.1567
H -3.1808 1.1442 -0.9200
H -0.5255 -5.5592 1.1708
H 2.2596 2.1599 1.2373
H -0.6477 -3.1729 1.9498
H 2.4396 3.3649 -0.0743
H -1.9671 -1.4158 2.8502
H 1.6844 -0.2603 -4.9866
H -1.5039 5.4543 1.4292
H 4.6263 1.2857 -0.6015
H 4.0919 -0.3688 -1.0478
H 3.5235 -4.8764 -0.1833
H -3.8194 1.4213 0.7503
H -4.1333 -1.3581 -0.8221
H 1.4959 -6.3546 -0.0773
H 3.3245 2.6813 -2.5089
H 0.9023 4.8157 1.0584
H 1.5582 2.6332 -2.7689
H 2.5606 1.2915 -3.3438
H -1.6787 0.3392 2.8259
H -4.6989 -1.2747 0.8779
*
```

=====

no.,molecular weight (g mol⁻¹)
1,927.19
2,86.10
3,428.36
4,592.82
5,564.41
6,579.63